# 1
Computed, not measured: a 6-piece molecular cluster, C18H52N4O7 overall in a non-equilibrium geometry, with ωB97M-V/def2-TZVPD.

Geometry as XYZ:
```
81
Properties=species:S:1:pos:R:3:mulliken_charge:R:1
C 3.444 -1.521 -5.978 -0.7689
O 2.635 -0.748 -5.134 -0.3376
C 1.741 -1.564 -4.375 -0.8778
C 0.797 -0.690 -3.590 1.1974
C -0.267 -1.592 -2.968 -1.3487
N 0.140 0.277 -4.506 -0.6936
H 4.144 -2.184 -5.460 0.2866
H 4.063 -0.831 -6.557 0.2532
H 2.815 -2.071 -6.686 0.3319
H 1.187 -2.241 -5.042 0.4174
H 2.338 -2.195 -3.701 0.3760
H 1.349 -0.172 -2.801 0.0457
H -0.881 -1.097 -2.222 -0.1105
H 0.172 -2.493 -2.527 0.3965
H -0.900 -1.928 -3.793 0.4353
H 0.057 1.150 -3.985 -0.0760
H 0.865 0.546 -5.177 0.3898
C 0.193 0.207 5.496 -0.6144
O -0.607 1.025 4.690 -0.4698
C -0.013 1.405 3.475 0.3149
C -0.814 2.529 2.854 0.2738
C -2.100 2.049 2.204 -1.0472
N 0.066 3.124 1.750 -0.6664
H -0.112 0.324 6.534 0.3208
H 1.265 0.445 5.449 0.2449
H 0.123 -0.846 5.190 0.2118
H 1.027 1.751 3.602 0.2755
H 0.086 0.554 2.784 -0.3163
H -1.010 3.345 3.549 0.4785
H -1.924 1.163 1.588 -0.2194
H -2.611 2.784 1.581 0.5087
H -2.820 1.747 2.972 0.4244
H 0.557 3.902 2.184 0.3021
H -0.571 3.529 1.070 0.1444
C -2.164 -1.506 2.500 -0.2123
O -1.339 -2.613 2.292 -0.4933
C 0.008 -2.331 2.565 0.5401
C 0.857 -3.561 2.237 0.7104
C 0.834 -3.876 0.757 -1.3948
N 0.404 -4.686 3.065 -0.7230
H -3.205 -1.765 2.334 0.3843
H -1.908 -0.681 1.813 -0.2782
H -2.032 -1.086 3.509 0.2645
H 0.434 -1.508 1.974 -0.4337
H 0.119 -2.084 3.629 -0.2180
H 1.871 -3.290 2.554 0.0357
H 1.172 -3.059 0.111 0.2683
H -0.198 -4.063 0.439 0.3268
H 1.397 -4.768 0.477 0.4132
H -0.571 -4.560 3.298 0.2929
H 0.527 -5.584 2.622 0.2499
C -3.442 0.229 -1.015 -0.2324
O -3.952 1.057 -2.042 -0.4636
C -2.977 1.548 -2.940 -0.6937
C -2.431 2.927 -2.578 0.3100
C -1.564 3.512 -3.672 -1.5451
N -1.759 3.057 -1.251 -0.4820
H -2.541 0.642 -0.572 -0.1497
H -3.242 -0.780 -1.397 0.3409
H -4.223 0.122 -0.260 0.2938
H -2.170 0.828 -3.127 0.2703
H -3.515 1.691 -3.882 0.4143
H -3.358 3.479 -2.374 0.5154
H -1.921 3.216 -4.657 0.3867
H -0.513 3.275 -3.520 0.3200
H -1.665 4.595 -3.572 0.3695
H -1.118 2.284 -1.084 0.0683
H -2.510 2.967 -0.577 0.2298
O 2.230 1.560 0.975 -0.5154
C 3.377 1.287 1.821 -0.6288
C 3.417 -0.205 2.017 -0.2983
O 2.585 -0.592 3.093 -0.3061
H 1.692 2.229 1.440 0.1546
H 4.261 1.680 1.319 0.4171
H 3.258 1.772 2.793 0.2764
H 4.456 -0.547 2.151 0.4409
H 3.125 -0.743 1.108 0.1631
H 3.032 -1.245 3.635 0.2388
O 0.054 0.501 -0.487 0.1472
H 0.231 -0.243 0.095 -0.0843
H 0.540 1.240 -0.087 0.2269
```

Summary:
E: -39799.720 eV
F_max: 2.0 eV/A
ΔE to the lowest compared entry with this formula, charge and spin: 0.0 kcal/mol
HOMO-LUMO gap: 9.326 eV

***

# 2
Computed, not measured: C18H53NO19SZn as an isolated structure in a non-equilibrium geometry, with ωB97M-V/def2-TZVPD.

Geometry as XYZ:
```
93
Properties=species:S:1:pos:R:3:mulliken_charge:R:1
Zn -2.018 2.769 2.903 0.5108
S 0.055 -0.157 0.528 1.3065
O 1.445 -0.144 0.198 -0.5016
O -0.633 -1.363 0.087 -0.5177
O -0.015 0.023 1.970 -0.3935
O -0.729 1.004 0.205 -0.4029
C 4.323 -4.458 1.835 -0.4088
C 5.540 -3.624 2.275 -0.3099
O 5.231 -2.225 2.505 -0.4992
O 4.133 -4.024 0.539 -0.4762
H 3.486 -4.269 2.508 0.2444
H 4.533 -5.518 1.984 0.3216
H 6.331 -3.673 1.527 0.2332
H 6.066 -3.951 3.171 0.3338
H 4.502 -1.893 1.976 0.2737
H 3.945 -3.082 0.534 0.2888
C -4.793 1.978 6.330 -0.4403
C -5.066 0.883 5.261 -0.4279
O -4.951 1.419 3.902 -0.5344
O -3.578 2.626 6.014 -0.4814
H -4.763 1.501 7.310 0.3296
H -5.644 2.644 6.471 0.3294
H -6.098 0.539 5.321 0.3347
H -4.388 0.038 5.380 0.2956
H -5.296 0.839 3.220 0.2991
H -3.456 3.203 6.771 0.2916
C -4.573 -6.020 -5.971 -0.2259
C -3.448 -5.475 -4.953 -0.5341
O -3.896 -4.292 -4.282 -0.5055
O -3.902 -6.912 -6.835 -0.5039
H -5.072 -5.196 -6.481 0.2811
H -5.325 -6.611 -5.447 0.2165
H -2.548 -5.372 -5.558 0.3277
H -3.071 -6.162 -4.195 0.3409
H -3.242 -4.105 -3.605 0.3043
H -3.216 -7.287 -6.278 0.2987
C 3.057 0.519 -5.253 -0.4552
C 2.291 -0.798 -5.545 -0.2168
O 2.835 -1.583 -6.604 -0.5269
O 4.072 0.196 -4.257 -0.4992
H 2.465 1.333 -4.834 0.2807
H 3.454 0.848 -6.214 0.2819
H 1.345 -0.480 -5.984 0.2692
H 2.040 -1.318 -4.621 0.2814
H 3.614 -2.111 -6.413 0.2852
H 3.479 0.189 -3.501 0.3002
C -4.370 -8.109 3.340 -0.2280
C -3.710 -7.308 2.180 -0.4863
O -3.938 -5.872 2.315 -0.5616
O -4.034 -7.337 4.555 -0.5144
H -3.796 -9.035 3.373 0.2092
H -5.399 -8.465 3.320 0.2745
H -4.084 -7.653 1.215 0.3382
H -2.646 -7.544 2.186 0.3200
H -3.196 -5.475 1.853 0.3134
H -3.633 -6.538 4.203 0.3350
C -5.206 2.728 -4.877 -0.4018
C -5.991 3.078 -6.182 -0.4766
O -6.686 4.308 -6.235 -0.5086
O -3.853 3.218 -4.840 -0.4909
H -5.320 1.650 -4.764 0.3050
H -5.891 2.944 -4.057 0.3262
H -6.739 2.325 -6.434 0.3159
H -5.327 2.980 -7.041 0.3227
H -7.295 4.155 -6.961 0.3135
H -3.531 2.765 -4.057 0.2946
C 3.074 -0.630 8.164 -0.3390
C 3.166 0.916 7.982 -0.4965
O 3.353 1.282 6.654 -0.5360
O 1.889 -1.006 7.548 -0.4869
H 3.130 -0.784 9.242 0.2935
H 3.963 -1.077 7.721 0.2956
H 4.115 1.283 8.374 0.3067
H 2.308 1.424 8.422 0.2928
H 3.923 0.700 6.145 0.3127
H 1.864 -0.446 6.769 0.3572
C 5.891 8.195 -0.506 -1.2441
C 4.772 7.042 -0.327 0.5324
C 4.013 6.609 -1.629 -0.8697
O 3.346 7.747 -2.279 -0.3440
C 2.912 7.532 -3.581 -0.7610
N 5.430 5.766 0.069 -0.7827
H 6.796 7.830 -0.991 0.3372
H 6.128 8.697 0.432 0.3390
H 5.440 8.885 -1.218 0.2867
H 4.109 7.276 0.506 0.3171
H 3.239 5.885 -1.370 0.3312
H 4.502 5.944 -2.342 0.4812
H 3.808 7.247 -4.133 0.3608
H 2.610 8.518 -3.935 0.2385
H 2.038 6.925 -3.817 0.2739
H 5.591 5.922 1.053 0.2693
H 4.715 5.053 0.064 0.2348
```

Summary:
E: -119155.519 eV
F_max: 3.8 eV/A
HOMO-LUMO gap: 3.684 eV

***

# 3
Computed, not measured: C18H54BrHfO9S9 as an isolated structure in a non-equilibrium geometry, with ωB97M-V/def2-TZVPD.

Geometry as XYZ:
```
92
Properties=species:S:1:pos:R:3:mulliken_charge:R:1
Hf 0.352 0.093 -0.146 2.2361
Br 2.691 1.109 -1.510 -0.5717
C -2.284 -1.300 3.639 -0.8411
S -1.416 0.236 3.232 0.4449
O -0.767 0.119 1.841 0.1902
C -2.719 1.496 3.191 -1.0043
H -1.550 -2.080 3.845 0.1507
H -2.956 -1.530 2.812 0.2180
H -2.893 -1.087 4.518 0.5097
H -3.237 1.680 4.133 0.5390
H -3.538 0.954 2.718 0.2285
H -2.354 2.431 2.767 0.1872
C 4.101 -2.663 -1.847 -1.1707
S 2.570 -3.101 -0.955 0.2703
O 1.714 -1.831 -0.889 -0.1471
C 1.877 -4.160 -2.266 -0.9717
H 4.551 -1.946 -1.160 0.3287
H 4.002 -2.174 -2.816 0.3331
H 4.716 -3.557 -1.948 0.5342
H 2.682 -4.860 -2.489 0.5306
H 1.737 -3.588 -3.183 0.1492
H 0.998 -4.756 -2.022 0.2259
C 0.902 4.626 -0.222 -0.5112
S -0.454 3.780 0.755 0.3259
O -0.159 2.261 0.636 -0.4981
C -0.011 4.161 2.510 -0.6726
H 1.101 4.063 -1.134 -0.1803
H 1.876 4.605 0.268 0.2657
H 0.605 5.628 -0.530 0.4884
H -0.147 5.233 2.657 0.5598
H 0.980 3.788 2.767 -0.1651
H -0.674 3.704 3.244 0.3211
C 1.454 -2.364 4.056 -0.9607
S 1.756 -2.711 2.288 0.4322
O 1.296 -1.507 1.430 -0.0573
C 3.681 -2.684 2.416 -0.9128
H 0.722 -3.025 4.519 0.4335
H 1.120 -1.346 4.257 0.0302
H 2.380 -2.480 4.621 0.4482
H 4.074 -2.748 1.401 0.1127
H 4.123 -3.501 2.986 0.4716
H 3.912 -1.698 2.818 0.3128
C 2.364 1.456 4.160 -0.8667
S 2.889 0.896 2.523 0.4023
O 1.692 1.023 1.573 -1.0400
C 3.999 2.402 1.993 -0.8753
H 1.886 2.436 4.156 0.2248
H 3.231 1.331 4.808 0.5355
H 1.567 0.821 4.547 0.1603
H 3.418 3.316 1.867 0.1553
H 4.496 2.221 1.040 0.3359
H 4.716 2.565 2.798 0.4965
C 0.869 -0.910 -4.527 -1.1718
S -0.388 -1.695 -3.467 0.4004
O -0.364 -0.916 -2.149 -0.6159
C -1.929 -1.177 -4.351 -0.8410
H 1.182 -1.675 -5.238 0.5457
H 1.766 -0.566 -4.013 0.2342
H 0.561 0.006 -5.031 0.4291
H -2.856 -1.749 -4.320 0.3747
H -1.785 -0.962 -5.409 0.4531
H -2.116 -0.196 -3.914 0.0621
C 0.745 3.289 -3.981 -1.0973
S -0.624 2.204 -3.323 0.4159
O -0.250 1.541 -2.002 -0.4729
C -1.719 3.643 -2.978 -0.9691
H 0.855 4.201 -3.394 0.3269
H 0.592 3.701 -4.978 0.4543
H 1.628 2.649 -3.977 0.3323
H -2.523 3.396 -2.285 0.1196
H -2.031 4.108 -3.913 0.5286
H -1.315 4.489 -2.421 0.2248
C -1.034 -4.592 0.703 -1.0238
S -1.801 -2.977 0.184 0.2537
O -0.725 -1.937 0.022 0.4217
C -2.293 -3.697 -1.476 -0.7911
H -0.188 -4.803 0.049 0.1866
H -1.698 -5.437 0.518 0.5018
H -0.778 -4.620 1.762 0.3121
H -2.993 -4.525 -1.368 0.5752
H -1.386 -4.063 -1.959 0.2283
H -2.801 -2.972 -2.112 -0.0072
C -3.887 2.359 -0.126 -0.8793
S -3.309 0.866 -1.003 0.3631
O -1.984 0.448 -0.363 0.0654
C -4.825 -0.098 -0.527 -1.2148
H -3.089 3.090 -0.256 0.0926
H -4.100 2.047 0.896 0.2443
H -4.874 2.691 -0.448 0.5903
H -4.886 -0.997 -1.141 0.3430
H -5.686 0.482 -0.860 0.5193
H -5.034 -0.379 0.505 0.3428
```

Summary:
Total charge: +3
E: -206808.975 eV
F_max: 3.4 eV/A
ΔE to the lowest compared entry with this formula, charge and spin: 106.9 kcal/mol
HOMO-LUMO gap: 9.261 eV

***

# 4
Computed, not measured: a 12-piece molecular cluster, C18H54F6N13O20S2 overall in a non-equilibrium geometry, with ωB97M-V/def2-TZVPD.

Geometry as XYZ:
```
113
Properties=species:S:1:pos:R:3:mulliken_charge:R:1
C -0.804 1.973 -1.458 0.5521
F -1.836 1.165 -1.013 -0.2214
F -1.076 2.069 -2.784 -0.2129
F -0.675 3.122 -0.845 -0.1582
S 0.934 1.037 -1.439 0.9614
O 0.847 -0.190 -2.257 -0.5858
O 1.939 1.976 -1.985 -0.6592
N 1.223 0.764 0.216 -0.2299
S 1.309 -0.753 0.415 0.9295
O 0.058 -1.522 0.067 -0.6192
O 2.568 -1.364 -0.136 -0.6539
C 1.416 -0.895 2.321 0.4772
F 0.464 -0.092 2.910 -0.2025
F 1.356 -2.123 2.785 -0.1773
F 2.640 -0.384 2.666 -0.2304
C 6.822 0.020 -4.176 0.6445
O 7.331 -0.680 -5.011 -0.6963
N 7.441 1.006 -3.645 -0.3388
N 5.544 0.076 -4.086 -0.3109
H 8.444 1.087 -3.735 0.2229
H 6.957 1.415 -2.858 0.1425
H 5.054 0.638 -3.406 0.1438
H 5.033 -0.702 -4.479 0.1944
C -6.795 3.023 -4.159 0.6646
O -7.414 2.368 -3.308 -0.6679
N -7.099 2.826 -5.418 -0.4172
N -5.773 3.801 -3.974 -0.3700
H -7.832 2.143 -5.544 0.2247
H -6.808 3.502 -6.110 0.1829
H -5.209 3.772 -3.137 0.2181
H -5.372 4.435 -4.651 0.1714
C -4.436 -2.994 -3.446 0.7622
O -5.195 -3.303 -2.574 -0.6784
N -4.375 -3.485 -4.675 -0.4415
N -3.600 -2.027 -3.310 -0.3006
H -3.708 -3.196 -5.377 0.1769
H -4.965 -4.305 -4.686 0.2300
H -2.919 -1.877 -4.040 0.1226
H -3.774 -1.424 -2.519 0.1413
C -3.634 -1.603 7.376 0.6869
O -4.204 -2.275 8.220 -0.6906
N -3.168 -0.422 7.619 -0.3877
N -3.355 -1.965 6.173 -0.3265
H -3.466 0.022 8.475 0.2138
H -2.760 0.162 6.904 0.1607
H -3.463 -2.934 5.909 0.1991
H -3.120 -1.211 5.544 0.1534
C 2.513 3.772 8.226 0.6906
O 1.268 4.008 8.215 -0.7143
N 3.141 3.228 7.258 -0.3370
N 3.219 4.202 9.262 -0.4133
H 4.142 3.106 7.323 0.1664
H 2.650 3.017 6.401 0.2176
H 4.199 3.998 9.397 0.1681
H 2.663 4.749 9.904 0.2231
C 6.772 2.151 0.433 0.7087
O 8.003 2.263 0.721 -0.7190
N 6.017 1.137 0.578 -0.2814
N 6.049 3.124 -0.023 -0.3539
H 6.311 0.254 0.969 0.1917
H 5.169 1.128 0.029 0.1067
H 5.040 3.174 -0.004 0.1757
H 6.620 3.910 -0.297 0.1869
C -2.942 0.610 -7.812 -0.2006
C -3.416 1.328 -9.037 -0.5279
O -2.387 2.324 -9.443 -0.5462
O -1.747 -0.082 -8.188 -0.5145
H -3.659 -0.166 -7.545 0.2972
H -2.877 1.408 -7.072 0.1786
H -4.371 1.817 -8.848 0.3271
H -3.612 0.604 -9.829 0.3309
H -2.494 2.433 -10.391 0.3046
H -1.298 0.570 -8.732 0.3436
C -4.867 3.058 2.818 -0.3858
C -4.595 1.915 3.712 -0.4115
O -3.809 0.898 3.038 -0.4416
O -3.861 4.057 3.062 -0.4638
H -5.691 3.659 3.202 0.3044
H -5.101 2.775 1.791 0.2095
H -5.550 1.454 3.966 0.3708
H -4.172 2.247 4.660 0.2685
H -2.952 1.286 2.844 0.2727
H -3.098 3.487 2.940 0.2758
C 0.413 -4.975 -3.073 -0.2141
C -0.620 -5.894 -2.353 -0.4287
O 0.059 -6.974 -1.763 -0.5565
O 1.023 -5.781 -4.220 -0.5633
H 1.189 -4.512 -2.464 0.2361
H 0.118 -3.994 -3.444 0.3019
H -1.234 -6.504 -3.017 0.2957
H -1.187 -5.353 -1.596 0.3022
H 0.270 -7.551 -2.501 0.3250
H 1.913 -5.441 -4.335 0.2927
C 2.891 -7.458 3.596 -0.5421
C 2.926 -8.830 4.147 -0.2866
O 3.922 -9.560 3.548 -0.5098
O 4.001 -6.683 3.859 -0.5264
H 1.956 -7.064 3.994 0.3164
H 2.874 -7.547 2.509 0.3222
H 1.928 -9.270 4.153 0.3148
H 3.252 -8.972 5.177 0.2561
H 4.527 -8.826 3.421 0.3304
H 3.904 -6.285 4.728 0.3252
C 1.512 6.215 1.552 -0.4404
C 1.292 5.210 2.747 -0.3884
O 0.435 4.095 2.385 -0.4362
O 2.319 5.823 0.464 -0.5189
H 1.789 7.175 1.986 0.3835
H 0.575 6.578 1.129 0.2793
H 0.907 5.608 3.686 0.3568
H 2.230 4.686 2.931 0.2589
H 0.945 3.501 1.829 0.2078
H 2.047 5.007 0.037 0.2982
```

Summary:
Total charge: -1
E: -117836.404 eV
F_max: 6.8 eV/A
HOMO-LUMO gap: 8.891 eV

***

> The lowest E belongs to which entry?

C18H54BrHfO9S9

***

> F_max of number 3 (C18H54BrHfO9S9)?

3.4 eV/A

***

> Among the records above, which one has the highest HOMO-LUMO gap?

C18H52N4O7

***

> Which of these has the highest F_max?

C18H54F6N13O20S2